63
Properties=species:S:1:pos:R:3 method="wB97M-V/def2-TZVPD" orbital_gap_ev="5.12 / 5.00" e_homo_ev="-2.730 / -2.605" charge=-1 e_lumo_ha="0.0879 / 0.0878" max_force_ev_per_a=4.0 multiplicity=2
O -0.2887 2.1098 -4.8396
C 0.7775 2.7257 -5.6253
C -0.0845 3.9087 -6.0695
H 1.0855 2.0772 -6.4550
H 1.6247 3.0079 -4.9901
C -1.1730 3.2063 -5.2044
H -0.3182 3.9380 -7.1342
H 0.2299 4.8797 -5.6784
C -2.3680 2.7400 -6.0213
H -2.1671 1.7948 -6.5443
H -2.6132 3.5013 -6.7755
H -3.2407 2.6242 -5.3684
C -1.5812 4.0097 -3.9911
H -0.7057 4.4139 -3.4644
H -2.1585 3.3869 -3.2976
H -2.2201 4.8453 -4.3032
Cu 0.6309 -2.0657 -1.5670
C 1.1707 0.7466 1.1486
C 2.0386 -0.2187 0.5790
C 1.9446 -0.1202 -0.8566
H 2.6820 -0.9030 1.1269
C 1.0286 0.9477 -1.1466
C 0.5550 1.4683 0.0821
H -0.1630 2.2761 0.2036
H 0.9812 0.8987 2.2095
H 2.5689 -0.6480 -1.5819
H 0.7356 1.2660 -2.1448
C -1.6876 -1.8580 1.0779
C -1.9361 -0.5588 0.5292
C -1.7586 -0.6171 -0.8582
H -2.2224 0.3147 1.1118
C -1.4243 -1.9933 -1.2306
C -1.3554 -2.7303 0.0236
H -1.1224 -3.7905 0.1025
H -1.7712 -2.1207 2.1329
H -1.8518 0.2027 -1.5678
H -1.6472 -2.4447 -2.2080
O 0.8052 -1.9583 -3.4493
C -0.1292 -1.3118 -4.4016
C 0.2616 -1.7691 -5.8061
H -0.0697 -0.2225 -4.2657
H -1.1422 -1.6774 -4.1715
C 1.2594 -2.9236 -5.6291
H 0.7003 -0.9406 -6.3718
H -0.6238 -2.1136 -6.3552
C 1.4211 -3.1123 -4.1304
H 2.2236 -2.7097 -6.0881
H 0.8801 -3.8462 -6.0689
H 2.4679 -3.1780 -3.8138
H 0.8729 -3.9993 -3.7850
C 1.5131 -3.4731 1.4269
C 2.5442 -3.6216 0.3177
C 3.3882 -4.8925 0.4963
C 1.8934 -3.5199 -1.0493
H 0.6709 -4.1653 1.3018
H 1.1129 -2.4527 1.4219
H 1.9681 -3.6449 2.4107
H 3.2321 -2.7660 0.3726
H 2.7971 -5.8089 0.3642
H 4.2208 -4.9167 -0.2151
H 3.8184 -4.9119 1.5049
H 2.6678 -3.3974 -1.8144
H 1.2631 -4.3933 -1.2794